Entry 1:
Below is C24H38N3O4PPt as an isolated structure, with properties calculated with ωB97M-V/def2-TZVPD.

Atoms and positions in Å:
Pt1 0.07834 -0.26015 0.14902
C1 -2.28776 1.35895 -0.48057
N1 -1.96452 0.30421 0.52206
C2 -2.17021 0.85518 1.89547
C3 -2.79716 -0.89480 0.37490
C4 -4.15288 -0.82078 0.17128
C5 -4.92299 -1.98263 0.22235
C6 -4.33504 -3.20786 0.52701
C7 -2.97410 -3.29964 0.72000
C8 -2.16697 -2.15191 0.58644
N2 -0.81348 -2.10401 0.65722
C9 0.12399 -3.06473 0.98118
C10 0.03234 -4.43267 0.70522
C11 1.08335 -5.27117 1.03011
C12 2.22743 -4.75940 1.62406
C13 2.34234 -3.39445 1.88257
C14 1.30860 -2.54853 1.55304
N3 1.34378 -1.11217 1.82618
C15 0.71783 -0.83785 3.14719
C16 2.71118 -0.53864 1.80218
H1 -3.29447 1.74807 -0.32737
H2 -1.58024 2.17577 -0.35458
H3 -2.19577 0.94801 -1.48408
H4 -3.20048 1.19811 2.00304
H5 -1.97380 0.07827 2.62727
H6 -1.48827 1.68990 2.04536
H7 -4.64284 0.12929 0.00228
H8 -5.99106 -1.91927 0.06398
H9 -4.94900 -4.09369 0.61869
H10 -2.53662 -4.24912 0.98356
H11 -0.81980 -4.83184 0.17664
H12 1.01638 -6.32682 0.80261
H13 3.04699 -5.41846 1.87771
H14 3.24803 -3.01742 2.33773
H15 1.33109 -1.26901 3.94043
H16 0.64485 0.23848 3.29026
H17 -0.27079 -1.28687 3.18300
H18 3.28131 -0.87675 2.66832
H19 3.21104 -0.81852 0.88169
H20 2.62366 0.54469 1.85025
C17 3.88766 2.48437 -2.00742
C18 2.46993 3.00772 -1.91254
C19 2.03596 3.24880 -0.48289
C20 2.23417 4.21007 -2.79473
O1 1.51927 1.96778 -2.47466
P1 1.61322 0.44102 -2.37966
O2 2.72089 -0.14513 -3.31983
O3 1.86032 -0.08961 -0.97493
O4 0.22219 -0.01494 -2.98274
C21 0.08893 -1.24741 -3.83626
C22 -1.31204 -1.13805 -4.40907
C23 1.10356 -1.14446 -4.94219
C24 0.26218 -2.48746 -2.97518
H21 4.56811 3.27154 -1.68379
H22 4.14458 2.21843 -3.03259
H23 4.04686 1.61917 -1.35597
H24 2.72206 3.95155 -0.00976
H25 2.06389 2.31953 0.08638
H26 1.03412 3.67883 -0.44869
H27 2.81351 5.05312 -2.41612
H28 1.18053 4.48923 -2.79125
H29 2.54976 4.00891 -3.81838
H30 -1.43508 -0.20573 -4.95912
H31 -2.03943 -1.17620 -3.59568
H32 -1.50815 -1.97338 -5.08185
H33 1.01646 -0.29710 -5.61958
H34 1.49320 -2.06181 -5.36826
H35 2.26516 -0.62499 -4.11072
H36 -0.47052 -2.47711 -2.16556
H37 1.26520 -2.55807 -2.55302
H38 0.08350 -3.37613 -3.58233

Atoms 1-2, force components in eV/Å:
0.150 0.116 -0.266
0.054 -0.099 0.028

Results
Kohn-Sham gap (alpha / beta): 9.2 / 6.9 eV
highest occupied orbital energy (alpha / beta): -0.513 / -0.549 hartree
2S+1: 5
net charge: +2
molar mass: 658.64 g/mol

These are the Löwdin partial charges, in e, on atoms 1 to 6: 1.243 -0.051 -0.333 -0.031 -0.188 0.007

=====

Entry 2:
Below is C22H36Cl3CoN4O5S2Si as an isolated structure, with properties calculated with ωB97M-V/def2-TZVPD.

Atoms and positions in Å:
Co1 0.33084 -0.54200 0.93830
C1 1.69005 -0.23273 -4.53746
Si1 0.49142 -1.67309 -4.36417
C2 -1.29585 -1.13519 -4.65614
C3 1.00411 -3.00957 -5.60251
C4 0.51345 -2.47651 -2.64611
C5 0.65329 -3.84643 -2.46907
C6 0.48393 -4.43923 -1.21944
C7 0.17860 -3.62726 -0.14838
N1 0.08947 -2.30416 -0.27474
C8 0.25838 -1.72978 -1.48030
S1 0.15976 -0.00175 -1.37125
H1 1.59751 0.19866 -5.53692
H2 2.72283 -0.55831 -4.40293
H3 1.47552 0.54428 -3.80667
H4 -1.44435 -0.75834 -5.67030
H5 -1.55607 -0.33111 -3.96496
H6 -1.99921 -1.95541 -4.50230
H7 1.01663 -2.58965 -6.60995
H8 0.32198 -3.86144 -5.60834
H9 2.01021 -3.37688 -5.39052
H10 0.90231 -4.46412 -3.32434
H11 0.55528 -5.51026 -1.09260
H12 -0.00724 -4.02960 0.84067
C9 4.26316 -3.10585 4.16293
N2 3.12395 -2.76857 3.34541
C10 1.76411 -3.03676 3.77519
C11 0.98452 -2.21865 2.76422
O1 -0.22892 -2.05945 2.66119
N3 1.85228 -1.60997 1.93065
C12 3.08350 -1.82560 2.39552
N4 4.15232 -1.24379 1.84981
H13 4.33592 -2.43922 5.02689
H14 5.17839 -3.04446 3.57628
H15 4.15932 -4.13287 4.50978
H16 1.59101 -2.64672 4.78125
H17 1.51064 -4.09799 3.73889
H18 3.92956 -0.44012 1.28070
H19 4.98708 -1.16955 2.40517
Cl1 1.15129 3.10877 4.82948
C13 1.77344 2.47722 3.38597
Cl2 3.13498 3.26644 2.73784
Cl3 2.92465 0.41713 4.60318
C14 1.11493 1.57079 2.52210
O2 1.53009 1.21504 1.41465
O3 -0.03011 0.86614 2.92301
C15 -2.25801 0.40348 3.50969
C16 -1.20925 1.45188 3.29760
O4 -1.35742 2.63087 3.40380
H20 -3.22762 0.87971 3.61676
H21 -2.02790 -0.16175 4.41329
H22 -2.24562 -0.29701 2.67425
C17 -4.38316 1.19230 -2.73157
C18 -3.38307 2.07546 -1.99000
C19 -2.96706 1.49240 -0.65270
S2 -1.50150 2.40231 0.02382
O5 -0.72017 2.82612 -1.15754
C20 -2.43843 3.90750 0.58812
C21 -1.72883 5.16187 0.10674
C22 -0.40013 5.38457 0.82689
H23 -4.66887 1.66365 -3.67188
H24 -5.28460 1.03092 -2.13714
H25 -3.94566 0.21861 -2.95766
H26 -3.80898 3.07118 -1.84066
H27 -2.48009 2.19935 -2.58999
H28 -2.63067 0.46156 -0.77253
H29 -3.75232 1.53168 0.10642
H30 -2.43364 3.85538 1.67454
H31 -3.46372 3.85035 0.22471
H32 -2.38664 6.01957 0.26537
H33 -1.54306 5.06802 -0.96466
H34 -0.55401 5.46663 1.90454
H35 0.08534 6.29257 0.46961
H36 0.27612 4.54876 0.64049

Atoms 1-2, force components in eV/Å:
0.247 -0.204 -0.689
-0.247 -0.202 0.028

Results
Kohn-Sham gap (alpha / beta): 8.2 / 6.5 eV
highest occupied orbital energy (alpha / beta): -0.288 / -0.288 hartree
relative energy (zero: lowest compared OMol25 entry of this formula, charge and spin): 1.0588 eV
2S+1: 5
net charge: 0
molar mass: 694.07 g/mol

These are the Löwdin partial charges, in e, on atoms 1 to 6: 0.663 -0.184 0.537 -0.171 -0.190 -0.238

=====

Entry 3:
Below is a 3-piece molecular cluster, C4H8ClNS overall, with properties calculated with ωB97M-V/def2-TZVPD.

Atoms and positions in Å:
C1 1.63945 -1.43361 -0.34061
C2 1.18888 -2.48453 -1.26282
C3 -2.41161 1.99236 0.69238
C4 -1.98187 0.57239 0.58754
N1 1.97795 -0.54184 0.28500
S1 -2.63141 -0.46749 -0.40545
Cl1 4.27490 1.77975 0.91951
H1 1.47675 -2.01834 -2.22702
H2 0.15299 -2.43792 -1.14181
H3 1.68694 -3.42125 -0.88730
H4 -2.78025 2.09084 1.75684
H5 -3.22412 2.17863 -0.10109
H6 -1.45164 2.57142 0.48481
H7 -0.97657 0.28102 1.00349
H8 3.05962 1.33857 0.63652

Atoms 1-2, force components in eV/Å:
-0.071 -0.275 -0.343
2.366 0.968 0.943

Results
Kohn-Sham gap: 8.7 eV
highest occupied orbital energy: -0.325 hartree
relative energy (zero: lowest compared OMol25 entry of this formula, charge and spin): 0.9715 eV
2S+1: 1
net charge: 0
molar mass: 137.64 g/mol

These are the natural (NBO) partial charges, in e, on atoms 1 to 6: 0.336 -0.718 -0.690 -0.274 -0.400 0.038

=====

Entry 4:
Below is C3H4LiO4Sn as an isolated structure, with properties calculated with ωB97M-V/def2-TZVPD.

Atoms and positions in Å:
O1 1.26913 -0.47199 -0.55806
O2 -0.26193 1.20315 0.96149
C1 -1.57403 1.44802 0.56891
C2 -2.03067 0.27397 -0.30483
O3 -0.88314 -0.17765 -1.02904
C3 0.04334 -0.79164 -0.24378
H1 -2.25605 1.51604 1.43803
H2 -1.69963 2.38891 -0.00073
H3 -2.80470 0.55578 -1.02876
H4 -2.38266 -0.55223 0.33008
O4 -0.20292 -1.87552 0.33320
Sn1 1.30968 1.47803 -0.06191
Li1 1.77848 -2.34618 0.18202

Atoms 1-2, force components in eV/Å:
-0.225 -2.518 0.148
-2.876 -0.546 2.216

Results
Kohn-Sham gap (alpha / beta): 3.8 / 7.3 eV
highest occupied orbital energy (alpha / beta): -0.175 / -0.310 hartree
2S+1: 2
net charge: 0
molar mass: 229.71 g/mol

These are the natural (NBO) partial charges, in e, on atoms 1 to 6: -0.914 -0.946 -0.079 -0.102 -0.518 0.995

=====

Entry 5:
Below is C4H8FO2Yb as an isolated structure, with properties calculated with ωB97M-V/def2-TZVPD.

Atoms and positions in Å:
O1 -0.11908 1.36099 -1.60772
C1 -1.25964 1.38722 -0.83367
C2 -0.72423 0.99960 0.56098
O2 -0.19640 -0.32324 0.39068
C3 0.86781 -0.76296 1.26624
C4 1.90962 -1.48860 0.46763
Yb1 0.53338 -0.55102 -1.81198
H1 -2.33789 1.29286 -0.58995
H2 -1.52734 0.96119 1.31167
H3 0.06181 1.69152 0.90709
H4 0.37169 -1.40650 2.01180
H5 1.28546 0.12389 1.76665
H6 1.81292 -2.57702 0.40829
H7 2.91046 -1.04439 0.46769
H8 -2.10252 0.96468 -2.00707
F1 -1.48604 -0.62821 -2.70834

Atoms 1-2, force components in eV/Å:
-0.295 1.340 -1.048
1.004 -0.749 2.146

Results
Kohn-Sham gap (alpha / beta): 5.7 / 5.9 eV
highest occupied orbital energy (alpha / beta): -0.247 / -0.256 hartree
relative energy (zero: lowest compared OMol25 entry of this formula, charge and spin): 5.6525 eV
2S+1: 2
net charge: 0
molar mass: 280.14 g/mol

These are the natural (NBO) partial charges, in e, on atoms 1 to 6: -0.904 -0.247 -0.116 -0.654 -0.121 -0.994

=====

Entry 6:
Below is a 7-piece molecular cluster, C9H32N4O7 overall, with properties calculated with ωB97M-V/def2-TZVPD.

Atoms and positions in Å:
C1 -0.18035 -0.94288 -2.12974
C2 0.50680 -1.28271 -0.76668
O1 1.51349 -0.35816 -0.34214
H1 -0.72896 -0.01488 -2.17678
H2 -0.75486 -1.82779 -2.37421
H3 0.58034 -0.69023 -2.90293
H4 1.05481 -2.16298 -0.91463
H5 -0.25353 -1.35322 0.00240
H6 1.13385 0.51494 -0.34392
C3 -4.29198 -1.46478 -3.33585
C4 -4.04598 -1.72723 -1.91755
O2 -3.43868 -0.66949 -1.28533
H7 -4.65876 -2.34647 -3.90033
H8 -3.40865 -1.25354 -3.87715
H9 -4.79911 -0.55572 -3.31719
H10 -3.40037 -2.57435 -1.68614
H11 -4.91637 -1.94628 -1.30144
H12 -4.07298 -0.12193 -0.83102
C5 4.67622 1.17744 2.19406
O3 5.30566 1.51480 1.08329
N1 5.04965 1.43708 3.39965
N2 3.54093 0.59767 2.09476
H13 5.87757 2.06869 3.52613
H14 4.61232 0.97956 4.25736
H15 3.10894 0.62023 1.19627
H16 2.82993 0.61357 2.93822
C6 2.24694 -2.51206 3.12997
O4 2.13216 -3.66593 3.93111
N3 3.21125 -1.71950 3.31872
N4 1.38387 -2.21352 2.23923
H17 4.02176 -2.07047 3.93422
H18 3.42887 -0.90567 2.70041
H19 0.62595 -2.89607 2.11703
H20 1.59994 -1.63258 1.45641
C7 -1.83170 0.24045 1.19259
O5 -1.45075 1.33324 2.09235
H21 -1.70719 -0.79005 1.47363
H22 -1.41600 0.49278 0.19950
H23 -2.90860 0.35431 1.11020
H24 -1.61709 2.17323 1.66149
C8 -2.25368 1.44437 -3.85681
O6 -2.58225 1.47796 -2.46179
H25 -2.32603 2.55806 -4.19376
H26 -3.00228 0.87249 -4.48350
H27 -1.21702 1.21090 -4.11478
H28 -3.06160 0.70785 -2.09237
C9 1.24935 2.88323 0.76125
O7 0.59616 2.31862 -0.34122
H29 2.35553 2.73356 0.81610
H30 0.82884 2.68534 1.76163
H31 1.09943 3.94409 0.78000
H32 -0.24581 2.74402 -0.42072

Atoms 1-2, force components in eV/Å:
1.841 0.451 0.303
-0.472 1.980 -1.174

Results
Kohn-Sham gap: 8.5 eV
highest occupied orbital energy: -0.309 hartree
relative energy (zero: lowest compared OMol25 entry of this formula, charge and spin): 4.1350 eV
2S+1: 1
net charge: 0
molar mass: 308.38 g/mol

These are the natural (NBO) partial charges, in e, on atoms 1 to 6: -0.654 -0.069 -0.770 0.227 0.207 0.214

=====

Entry 7:
Below is an isolated ion of composition C2H4N3O and charge +1, with properties calculated with ωB97M-V/def2-TZVPD.

Atoms and positions in Å:
C1 -0.69713 1.67150 0.01318
C2 -0.69385 -0.71531 -0.09661
N1 1.63977 0.22125 -0.29762
N2 -1.26180 0.47591 -0.10205
N3 0.62423 -0.76412 0.14701
O1 2.73873 0.05859 0.00239
H1 0.22673 1.72750 0.53849
H2 -1.25283 -1.61047 -0.15150
H3 -2.33903 0.67796 -0.16092
H4 1.01517 -1.74281 0.10763

Atoms 1-2, force components in eV/Å:
-0.284 1.747 -0.535
2.346 1.067 1.228

Results
Kohn-Sham gap (alpha / beta): 7.6 / 7.2 eV
highest occupied orbital energy (alpha / beta): -0.526 / -0.511 hartree
relative energy (zero: lowest compared OMol25 entry of this formula, charge and spin): 6.4151 eV
2S+1: 1
net charge: +1
molar mass: 86.07 g/mol

These are the natural (NBO) partial charges, in e, on atoms 1 to 6: 0.151 0.390 0.318 -0.611 -0.455 -0.116